Record 1
88
Properties=species:S:1:pos:R:3:forces:R:3 method="wB97M-V/def2-TZVPD" de_lowest_kj_mol=21.85 fmax_ha_per_bohr=0.090 energy_ha=-8662.99961 homo_lumo_gap_ev="7.44 / 4.29" multiplicity=2
H -0.604 3.732 4.138 -0.462 0.001 -0.112
H -2.986 -2.601 -3.053 0.043 -0.184 0.426
C -0.460 -3.731 -1.045 -0.333 -0.178 0.012
H 2.685 2.015 2.969 -0.099 0.295 -0.112
C 0.899 -1.471 -4.562 0.034 -0.653 0.265
As 0.232 1.575 3.205 0.092 -0.298 0.691
C -0.079 -2.641 -6.468 0.334 -0.199 0.014
H -0.171 1.241 8.283 0.138 -0.193 -0.205
H 0.739 0.208 0.326 0.351 -0.056 -0.164
C 0.278 0.789 7.396 0.084 0.058 -0.420
C -1.732 1.943 -0.716 -0.380 -0.524 -0.150
C -0.371 -1.323 -1.321 -0.648 -0.591 0.375
H -2.621 -1.115 0.713 -0.122 0.011 -0.102
C 1.808 2.652 2.812 -0.325 0.049 0.128
H -1.355 0.785 -3.981 0.015 0.303 -0.129
C 0.081 1.399 6.142 0.291 -0.371 0.484
C -1.545 -1.655 3.861 -0.887 0.632 -0.855
C -1.117 2.922 3.604 0.439 0.063 0.056
H 2.009 -3.591 2.978 -0.031 -0.236 0.205
H 4.298 -0.173 4.570 -0.012 -0.342 -0.040
H 2.365 2.355 -5.477 -0.239 0.067 0.024
H -1.889 2.450 4.218 0.098 0.156 -0.134
C 0.264 -1.451 -5.824 -0.129 -0.056 0.556
C 1.300 -2.723 -4.050 -0.446 0.339 0.030
C 1.763 -3.029 3.881 0.670 0.045 -0.048
H -0.200 4.814 -2.801 -0.222 0.200 0.299
H 1.785 3.495 3.512 0.323 -0.131 -0.238
H -1.387 4.082 -6.735 0.144 -0.065 0.143
C 0.237 -3.873 -5.889 -0.094 0.438 0.106
H 0.699 -3.107 4.080 0.089 -0.047 0.050
H -0.501 2.319 6.062 0.115 -0.320 0.137
C 0.641 0.824 5.006 0.206 -0.036 -0.388
C 1.644 -0.932 6.364 -0.146 0.235 -0.222
H -0.584 -2.619 -7.435 0.213 0.080 0.241
H 1.744 2.999 1.771 0.131 -0.094 0.345
H 0.009 -4.668 -0.728 -0.254 0.385 0.176
H 2.385 -3.368 4.730 -0.482 -0.026 -0.407
H -2.168 1.129 -0.105 0.292 0.386 -0.586
H -3.566 3.104 -0.695 0.216 -0.050 0.147
H 0.045 -0.505 -6.313 -0.136 -0.086 0.195
H 0.007 -4.793 -6.421 -0.117 0.119 0.227
C 1.276 2.399 -5.443 -0.333 -0.225 0.471
H 2.711 0.347 -3.967 -0.280 -0.239 0.173
H -3.626 0.622 2.546 -0.231 0.295 -0.057
H -2.028 -0.414 -2.328 -0.024 -0.463 -0.180
H 1.196 -0.826 8.491 -0.003 0.130 -0.416
C -0.650 4.061 -2.158 0.031 0.277 0.446
C -0.427 1.841 -1.232 0.286 0.784 0.177
H 1.936 -2.758 -3.163 -0.423 -0.077 -0.028
C -1.478 -1.967 2.468 -0.768 0.413 0.008
H -2.754 -0.149 4.986 0.147 0.119 -0.018
C -1.521 2.485 -5.304 0.170 -0.181 -0.218
C -2.437 -0.562 4.039 -0.059 -0.381 -1.464
C -0.830 3.362 -6.140 -0.014 -0.006 0.196
Cu -0.534 -0.167 1.990 0.556 0.232 -0.279
Si 1.290 0.094 -3.539 1.689 0.734 -4.230
Cl 2.824 0.235 -1.454 -0.357 0.013 1.020
C 0.569 1.510 -4.612 -0.362 -0.601 0.540
H 4.220 -1.957 4.864 0.194 -0.088 0.273
C -2.351 -1.027 1.752 0.018 -0.605 1.189
C -2.523 3.065 -1.002 0.434 0.187 -0.061
H 1.223 2.959 -2.040 -0.654 0.162 -0.184
H -1.034 -2.846 2.021 0.042 0.017 0.055
C 0.116 -2.502 -0.721 0.022 0.128 -0.936
C -1.989 4.121 -1.746 0.258 -0.053 -0.634
H 0.993 -2.444 -0.081 0.015 -0.112 -0.138
H -2.594 2.539 -5.203 -0.179 0.032 -0.181
C 0.565 3.321 -6.214 -0.128 -0.159 0.075
H 1.083 4.020 -6.866 -0.018 -0.176 0.091
Si 0.600 0.265 -1.202 -0.557 -0.035 2.979
C 1.423 -0.352 5.107 -0.045 0.269 -0.243
C -1.604 -3.790 -1.857 0.460 0.518 -0.315
H 1.107 -4.861 -4.196 0.193 0.054 -0.049
H -1.063 -2.206 4.645 0.113 -0.031 0.242
H 2.281 -1.827 6.429 -0.402 0.443 0.138
C 0.149 2.989 -1.787 0.005 -0.586 -0.627
H -2.603 4.972 -2.079 0.226 -0.528 0.317
C -2.150 -2.599 -2.351 -0.360 0.135 0.264
C 0.895 -3.904 -4.659 0.226 -0.054 -0.422
C 1.054 -0.371 7.505 -0.088 0.182 -0.012
H -1.551 3.266 2.656 0.160 -0.023 0.315
C -1.600 -1.366 -1.999 0.907 -0.214 -0.570
C -0.824 1.518 -4.591 -0.079 0.719 -0.141
C 4.079 -1.162 4.147 0.058 0.303 -0.963
H -2.026 -4.748 -2.164 0.167 0.274 0.139
H 4.711 -1.319 3.255 -0.020 -0.009 0.576
C -2.915 -0.155 2.739 0.771 -1.189 0.802
As 2.232 -1.170 3.457 -0.518 0.491 0.863

---

Record 2
8
Properties=species:S:1:pos:R:3:forces:R:3 method="wB97M-V/def2-TZVPD" de_lowest_kj_mol=195.11 fmax_ha_per_bohr=0.113 energy_ha=-1148.23199 homo_lumo_gap_ev=11.17
Cl -4.033 -0.191 0.434 -1.120 -0.055 0.214
C -2.643 -0.085 -0.448 3.948 -0.750 4.189
H -0.089 -0.257 -0.830 -0.291 1.795 0.220
C -0.302 0.296 0.139 2.133 -2.723 -1.066
Cl -0.213 2.099 0.058 -0.077 -0.940 0.012
H 0.510 -0.182 0.730 -0.237 1.305 0.267
O -2.327 0.045 -1.539 -0.421 0.357 -2.469
O -1.427 -0.257 0.649 -3.935 1.009 -1.367

---

Record 3
56
Properties=species:S:1:pos:R:3:forces:R:3 method="wB97M-V/def2-TZVPD" de_lowest_kj_mol=0.00 fmax_ha_per_bohr=0.058 charge=+1 energy_ha=-1262.19579 homo_lumo_gap_ev="7.86 / 4.63" multiplicity=2
H 0.338 -1.375 -0.209 -0.174 0.526 0.695
C 1.514 0.464 0.001 -1.455 1.753 1.891
H 0.758 3.807 1.407 0.724 -0.436 0.306
H -2.350 -3.102 0.197 -0.252 0.028 0.533
H 4.167 1.522 0.839 0.230 0.447 0.138
O -1.166 -1.516 -3.645 0.369 0.431 0.354
H 0.772 -3.927 2.265 0.478 0.035 0.060
O -3.100 -3.027 -0.386 -0.190 -0.108 -1.512
H -1.581 -1.681 2.262 -0.181 0.353 0.216
H 3.290 -3.219 -1.358 -0.300 0.018 0.505
H 0.623 -4.877 -1.355 -0.022 -0.405 0.157
C 1.303 -0.878 -0.123 1.846 -1.961 -1.197
H -2.187 0.184 -1.843 0.156 0.512 -0.195
H -0.081 -3.358 1.223 0.183 0.027 -0.386
C 2.429 -2.553 -1.239 1.000 -0.360 -0.974
H -0.807 1.585 -2.519 0.039 0.286 -0.107
H 1.051 -0.863 2.964 -0.156 0.313 -0.335
H -1.209 4.122 -0.023 -0.317 -0.012 -0.006
H -2.134 1.820 4.106 -0.158 0.328 -0.191
H 0.059 2.356 -1.193 0.839 0.078 0.074
C 1.074 3.599 0.381 -1.260 0.933 -0.683
H 1.733 -2.560 -2.100 0.068 0.192 0.559
H -0.476 -3.870 -1.261 -0.454 -0.247 -0.084
C 0.423 1.241 0.621 -1.305 -0.561 -1.356
H -1.908 -0.915 -3.516 -0.404 -0.451 -0.281
H 0.871 4.576 -0.064 0.245 -0.025 -0.496
H 2.863 0.620 -2.657 0.510 0.246 0.015
H -0.101 1.788 -3.914 -0.178 0.281 0.161
H -0.467 0.604 0.610 0.232 0.289 0.689
O 2.823 0.758 -3.611 -0.534 -0.371 0.466
N 2.380 -1.707 -0.299 -1.440 0.614 -0.642
O -1.938 0.439 -0.944 -0.516 -1.181 -0.595
H 1.943 0.398 -3.780 0.017 0.137 -0.449
H -0.470 -0.840 -3.664 0.009 -0.306 -0.147
H -2.007 2.670 -0.322 0.031 0.045 0.165
O -0.113 -4.629 -0.784 0.187 0.655 -0.340
O -0.439 1.141 -3.286 0.280 -0.411 -0.263
H -0.880 1.136 3.706 0.152 -0.097 -0.389
H -2.882 -1.033 1.710 0.062 0.047 0.189
H 2.119 3.381 0.203 0.145 -0.226 0.319
O -2.372 -1.850 1.732 0.676 0.149 0.397
H 5.029 0.314 0.780 0.420 0.014 -0.108
H -3.017 1.577 1.985 -0.013 0.141 -0.114
O -1.554 1.728 3.338 0.092 -0.418 0.747
H 0.758 1.547 1.610 -0.079 -0.057 0.368
H -2.296 -0.369 -0.535 0.081 0.276 0.612
C 0.043 2.578 -0.124 0.820 0.628 0.015
H -3.883 -2.959 0.163 0.097 -0.107 0.251
H 2.450 0.993 -0.065 0.580 -0.566 -0.472
O 0.796 -3.220 1.606 -0.569 -0.123 0.525
O -3.509 2.137 1.367 -0.395 -0.300 0.301
N -1.252 3.131 0.174 0.341 -0.251 0.267
H -3.049 2.973 1.495 0.007 0.012 -0.077
O 0.249 -0.686 3.475 0.513 -0.583 0.015
O 5.019 1.237 0.493 -0.588 -0.433 0.084
H 0.352 -1.410 4.109 -0.491 0.202 0.322

---

Record 4
52
Properties=species:S:1:pos:R:3:forces:R:3 method="wB97M-V/def2-TZVPD" de_lowest_kj_mol=0.00 fmax_ha_per_bohr=0.033 charge=-1 energy_ha=-1188.13607 homo_lumo_gap_ev=4.43
H 3.493 -1.393 3.545 -0.011 0.012 -0.021
C 1.266 -0.865 -3.246 0.052 -0.027 -0.056
C 0.301 5.337 2.817 -0.187 -0.447 -0.187
H 3.967 -3.776 4.136 -0.006 -0.024 -0.001
H -5.167 -3.794 -3.624 0.000 0.003 0.000
H 2.800 1.930 -4.361 -0.001 0.018 0.014
H 1.193 -1.934 -3.396 -0.057 -0.004 0.042
H 1.875 2.423 0.630 -0.055 -0.210 0.093
C 0.579 -2.857 2.711 -0.057 -0.135 0.018
H -0.325 4.946 3.596 -0.294 -0.060 0.405
C 0.511 -0.242 -2.262 -0.109 -0.027 0.113
H -4.357 -3.083 -1.372 0.022 0.023 0.020
H -2.935 4.705 1.668 -0.206 0.078 0.221
C -0.629 2.388 1.005 1.236 0.212 0.470
N -1.065 3.706 1.562 -0.881 -0.496 -0.533
H -0.238 2.483 -0.021 -0.367 0.326 -0.148
H 1.335 5.135 3.059 0.368 0.199 0.074
N 0.547 1.064 -2.019 0.106 -0.076 -0.200
C -3.663 -3.293 -2.174 -0.021 -0.018 -0.035
C 1.502 -1.835 2.879 0.060 0.110 -0.129
O 1.863 1.869 1.421 0.495 -0.337 -0.101
C 2.016 -4.424 3.517 -0.043 -0.090 -0.003
H -1.066 -3.971 -4.854 -0.042 -0.007 -0.040
C 2.157 1.282 -3.780 -0.005 -0.032 -0.001
H -0.407 -2.646 2.312 0.016 0.083 -0.008
C 1.360 1.801 -2.769 -0.014 0.133 0.047
H 0.125 6.392 2.675 0.160 0.475 0.096
H 1.248 -0.814 2.613 -0.068 -0.141 0.058
C -3.174 -3.939 -4.416 -0.008 0.003 0.008
B 0.537 1.844 1.866 -1.122 0.049 -0.442
O 0.633 4.939 0.539 0.860 0.332 -1.412
C 2.105 -0.082 -4.021 0.023 0.003 -0.019
C 2.743 -2.160 3.399 0.043 -0.020 0.019
H -2.791 3.464 0.427 -0.089 -0.345 -0.184
H 1.368 2.862 -2.539 0.022 0.001 -0.021
H -1.906 -2.857 -1.008 -0.057 0.011 0.019
C 3.009 -3.482 3.727 -0.008 0.035 0.001
C -0.015 4.647 1.504 -0.513 -0.276 1.209
H 2.184 -5.470 3.756 0.051 0.015 0.020
C -4.108 -3.687 -3.424 -0.057 -0.007 -0.005
H -2.026 5.052 0.225 0.054 0.106 -0.502
H -0.161 -0.813 -1.631 0.020 -0.048 -0.023
N -1.386 -3.408 -2.911 -0.075 -0.026 -0.041
H -0.442 1.670 3.641 -0.239 -0.292 0.004
H 1.157 1.267 3.763 -0.078 0.003 0.110
H 2.712 -0.528 -4.801 0.002 0.001 0.004
C -2.266 4.260 0.928 0.180 0.263 0.666
N 0.815 -4.134 3.019 0.020 0.065 0.000
N 0.333 1.222 3.171 0.593 0.538 0.300
H -3.478 -4.246 -5.407 0.019 -0.001 -0.010
C -2.297 -3.168 -1.970 0.160 0.043 0.097
C -1.831 -3.785 -4.107 0.105 0.006 -0.004

---

Record 5
23
Properties=species:S:1:pos:R:3:forces:R:3 method="wB97M-V/def2-TZVPD" de_lowest_kj_mol=707.84 fmax_ha_per_bohr=0.088 energy_ha=-512.82570 homo_lumo_gap_ev=10.28
C 0.432 2.039 -0.220 -0.251 0.670 2.741
H 1.021 2.934 -0.458 -0.486 -0.326 -1.197
N -0.562 -0.496 0.875 -2.223 2.351 -2.555
H -0.656 0.564 1.004 -0.412 -1.735 0.488
H 1.740 0.809 -1.265 1.014 -0.309 -0.689
N -2.998 0.254 0.204 -0.447 -0.557 -1.113
H -0.008 -2.337 0.045 0.114 -0.959 -0.739
H 2.699 -0.403 0.460 -0.568 -0.161 1.013
H 1.710 0.381 1.753 0.118 -1.252 -0.255
H 1.597 -2.294 -0.577 1.739 -1.093 -0.711
C 1.777 -0.537 1.106 1.221 1.872 -1.405
O -4.104 -0.088 -0.133 -1.336 -0.557 -0.171
H -2.236 -1.405 -0.732 -0.332 0.849 1.104
H -0.008 0.448 -1.734 1.882 0.961 1.699
H 1.874 -1.480 1.612 -0.255 -0.171 0.521
H 0.200 -1.768 -1.668 0.443 -0.413 0.140
C 0.770 0.711 -0.849 -2.437 -0.435 -2.730
O -2.757 1.273 0.801 0.850 0.471 0.824
H -0.665 2.250 -0.106 1.067 0.011 -0.458
C 0.690 -0.517 0.024 -1.244 -0.051 1.468
C 0.662 -1.858 -0.679 -2.080 1.230 0.808
H 0.821 2.015 0.836 -0.598 -0.296 -0.373
N -1.999 -0.494 -0.300 4.220 -0.099 1.590

---

Record 6
93
Properties=species:S:1:pos:R:3:forces:R:3 method="wB97M-V/def2-TZVPD" fmax_ha_per_bohr=0.031 charge=-2 energy_ha=-7502.94422 homo_lumo_gap_ev="5.11 / 4.70" multiplicity=2
S 3.850 -3.774 0.485 -0.006 0.022 -0.028
H -8.714 4.103 2.100 0.023 -0.031 -0.082
N 0.996 0.970 -1.915 -0.058 0.572 -0.206
C 2.000 3.227 2.684 -0.065 0.082 -0.015
H 0.618 -2.280 2.661 -0.052 -0.097 -0.026
C -4.202 3.420 3.784 0.046 -0.022 0.032
C 2.344 2.826 -3.455 0.043 0.040 -0.097
C 1.851 1.673 -4.020 -0.013 -0.123 -0.090
H -7.108 1.367 -0.854 0.036 -0.010 -0.051
C 0.631 0.307 6.967 -0.011 0.038 -0.114
C 1.419 2.122 -1.387 0.126 -0.017 -0.084
C 2.782 4.378 2.662 -0.092 0.000 -0.007
C 2.785 -1.435 1.111 -0.034 0.187 0.052
C -2.065 -3.475 0.022 -0.120 -0.076 -0.336
C 0.089 1.050 4.342 0.085 0.005 -0.009
C 0.028 4.570 2.426 0.108 -0.053 -0.015
H -4.971 0.155 -0.564 0.001 0.007 0.007
C -4.969 1.215 -0.783 -0.116 0.128 0.008
H -2.809 3.776 -1.282 -0.016 -0.013 -0.012
H 2.911 3.531 -4.054 -0.050 -0.019 0.012
C 1.522 -0.023 5.950 -0.090 0.047 0.006
C 0.610 3.312 2.584 0.009 0.135 0.003
C -0.535 1.004 6.675 0.033 -0.041 0.041
C 1.246 0.342 4.636 0.010 -0.051 0.019
H -2.906 -3.047 -0.548 0.158 -0.125 0.101
C -3.091 2.487 5.710 -0.030 0.011 -0.019
C 0.810 5.722 2.406 0.009 -0.108 -0.013
C -0.996 -2.288 -3.270 -0.036 0.121 -0.082
O 5.500 -3.736 2.552 -0.253 0.154 -0.155
H -1.479 -4.105 -0.660 -0.097 0.070 0.120
C -8.198 4.481 1.217 0.112 -0.064 0.097
H 2.800 6.527 2.522 -0.009 -0.033 -0.012
H -5.027 3.410 5.769 0.028 -0.006 -0.015
H -5.063 3.906 3.339 0.029 -0.014 0.031
S 3.926 -1.612 2.433 0.027 -0.002 0.047
H 1.920 0.058 3.835 -0.040 0.021 0.016
C -4.182 3.137 5.147 0.073 -0.003 -0.048
C -6.163 3.262 -1.230 0.060 0.059 0.101
H 3.861 4.292 2.748 -0.052 -0.007 -0.014
C -0.810 1.380 5.363 -0.117 0.066 -0.015
H 2.473 2.256 2.760 0.004 -0.002 0.007
H -1.490 -3.549 -4.934 -0.021 0.034 0.002
H -3.093 2.254 6.770 -0.005 0.000 -0.047
C -4.949 3.939 -1.332 0.127 -0.101 0.054
H 1.221 2.260 -0.337 0.003 -0.021 0.172
C -3.125 3.053 2.984 0.010 0.007 0.110
S 1.776 -0.023 1.038 -0.224 0.007 -0.087
H -1.596 -2.876 -2.580 0.114 -0.008 -0.038
H -8.481 5.517 1.028 0.031 0.036 -0.009
H -4.948 5.005 -1.534 0.016 -0.081 0.016
H -1.228 1.253 7.472 0.030 -0.013 -0.033
H -7.119 4.456 1.371 0.017 0.042 -0.016
H -0.175 -2.215 -6.570 -0.009 0.016 0.016
C -6.165 1.895 -0.947 0.152 0.044 -0.046
C 0.441 -0.438 -3.741 -0.009 0.047 0.019
H -1.047 4.655 2.322 0.005 0.040 0.046
C -8.542 3.658 0.005 0.764 0.978 0.058
C 2.093 3.081 -2.112 -0.063 0.067 0.118
C 2.755 -2.424 0.207 0.079 -0.201 -0.043
H -2.787 -0.419 1.494 0.035 -0.115 0.107
C 0.469 -0.797 -5.094 0.020 0.008 -0.003
H -1.784 -0.909 2.879 -0.050 -0.043 -0.063
C -2.505 1.159 -0.794 0.273 -0.021 0.039
C -3.727 1.869 -0.915 0.160 -0.007 -0.026
C 4.611 -3.164 1.947 0.231 -0.147 0.173
H 2.004 1.469 -5.071 -0.008 0.007 0.022
C -0.954 -2.664 -4.602 0.053 0.144 -0.016
H 0.843 0.016 7.990 -0.003 0.007 -0.023
H 1.029 -0.207 -5.815 -0.013 -0.060 0.036
Cr 0.172 -0.648 -0.859 1.348 -0.808 0.067
H 0.337 6.692 2.295 0.001 -0.025 -0.009
H -2.478 -4.110 0.819 0.064 0.111 -0.105
H 2.428 -0.576 6.174 -0.055 0.014 -0.022
S -7.673 4.160 -1.536 -0.099 -0.184 -0.026
C 2.190 5.630 2.530 -0.020 -0.100 0.019
H 2.418 3.994 -1.631 0.007 -0.036 0.009
H 0.751 -3.700 1.607 -0.094 0.080 0.090
C 1.135 0.759 -3.233 -0.156 -0.191 -0.218
C -2.021 2.424 3.545 -0.103 -0.116 -0.033
C -2.010 2.121 4.911 0.084 -0.026 0.063
C 0.043 -2.997 2.064 0.300 -0.214 0.045
H -3.154 3.241 1.920 -0.040 -0.001 -0.148
Si -1.009 -2.080 0.779 -0.396 0.112 0.341
C -3.753 3.252 -1.187 -0.121 0.029 0.029
H -3.039 -2.005 2.271 0.169 0.101 -0.031
O -9.323 2.770 0.013 -0.912 -0.905 -0.050
H -0.616 -3.559 2.744 0.058 0.087 -0.120
S 1.729 -2.432 -1.197 -0.540 0.320 0.060
As -0.496 1.660 2.570 0.016 0.201 0.128
C -0.287 -1.173 -2.778 0.017 -0.044 0.092
C -0.214 -1.918 -5.528 -0.050 -0.046 0.070
C -2.278 -1.268 1.966 -0.183 0.201 -0.079
C -1.453 0.518 -0.735 -0.674 -0.074 0.136